w:
Formula: C17H17N3O4
Source: the Open Molecules 2025 dataset
Level of theory: ωB97M-V/def2-TZVPD

Cartesian coordinates (Å):
N  -1.0966  -0.1689  0.4055
C  -1.8762  0.7999  -0.1392
N  -1.5131  1.8523  -0.7680
O  -0.1460  2.1631  -0.8906
C  0.5958  2.3592  0.2010
O  0.2109  2.1917  1.3323
C  1.9958  2.7531  -0.2057
C  2.8079  1.4903  -0.5274
H  3.7553  1.7831  -0.9834
H  2.2617  0.8900  -1.2592
C  3.0931  0.6498  0.7237
C  3.6987  -0.6710  0.3408
C  2.8886  -1.7346  -0.0371
C  3.4415  -2.9412  -0.4261
C  4.8167  -3.0996  -0.4449
C  5.6331  -2.0455  -0.0731
C  5.0766  -0.8397  0.3151
H  5.7185  -0.0201  0.6058
H  6.7069  -2.1627  -0.0854
H  5.2498  -4.0415  -0.7472
H  2.7981  -3.7596  -0.7144
H  1.8131  -1.6198  -0.0254
H  2.1657  0.4872  1.2772
H  3.7736  1.1995  1.3764
H  2.4572  3.2985  0.6176
H  1.9390  3.3873  -1.0896
C  -3.3400  0.5916  -0.0996
C  -3.8789  -0.6857  -0.0301
C  -5.2581  -0.8403  0.0086
C  -6.1137  0.2531  -0.0233
C  -5.5697  1.5229  -0.1018
C  -4.1965  1.6923  -0.1402
H  -3.7598  2.6754  -0.2050
H  -6.2195  2.3834  -0.1308
H  -7.1800  0.0912  0.0119
N  -5.8087  -2.1731  0.0857
O  -7.0139  -2.2866  0.0521
O  -5.0287  -3.0962  0.1851
H  -3.2601  -1.5707  -0.0332
H  -1.5143  -0.7945  1.0737
H  -0.1236  0.0361  0.5681

Summary:
Multiplicity: 1
SMILES: N/C(=N\OC(=O)CCCc1ccccc1)c1cccc([N+](=O)[O-])c1
HOMO energy: -9.300 eV

---

x:
Formula: C17H17N3O4
Source: the Open Molecules 2025 dataset
Level of theory: ωB97M-V/def2-TZVPD

Cartesian coordinates (Å):
N  1.0780  2.2538  -0.1437
C  1.5550  0.9945  0.0344
N  0.9357  -0.1226  0.0522
O  -0.4440  -0.2762  -0.1372
C  -1.1869  0.3503  -1.0418
O  -0.8219  1.2520  -1.7624
C  -2.5706  -0.2545  -1.0517
C  -3.5980  0.7074  -1.6414
H  -3.2624  1.0197  -2.6317
H  -3.6576  1.5984  -1.0132
C  -4.9849  0.0632  -1.7449
C  -5.5309  -0.2766  -0.3865
C  -6.0543  0.7223  0.4256
C  -6.5275  0.4288  1.6915
C  -6.4834  -0.8718  2.1648
C  -5.9665  -1.8749  1.3637
C  -5.4932  -1.5776  0.0975
H  -5.0931  -2.3667  -0.5236
H  -5.9312  -2.8922  1.7254
H  -6.8531  -1.1025  3.1530
H  -6.9334  1.2159  2.3104
H  -6.0950  1.7384  0.0586
H  -4.9196  -0.8385  -2.3566
H  -5.6573  0.7647  -2.2434
H  -2.8355  -0.5498  -0.0358
H  -2.5177  -1.1631  -1.6580
C  2.9971  0.8587  0.3554
C  3.6929  -0.2703  -0.0593
C  5.0403  -0.3869  0.2443
C  5.7118  0.5957  0.9627
C  5.0107  1.7095  1.3834
C  3.6646  1.8431  1.0811
H  3.1253  2.7083  1.4372
H  5.5122  2.4780  1.9510
H  6.7612  0.4697  1.1798
N  5.7672  -1.5561  -0.1987
O  6.9214  -1.6630  0.1556
O  5.1816  -2.3516  -0.8977
H  3.1875  -1.0496  -0.6067
H  1.7569  2.9767  -0.3212
H  0.2179  2.3375  -0.6783

Summary:
Multiplicity: 1
SMILES: N/C(=N\OC(=O)CCCc1ccccc1)c1cccc([N+](=O)[O-])c1
HOMO energy: -9.253 eV

---

Here is how they stack up, most stable first: w, x.

---

w:
Formula: C5H13N2S
Source: the Open Molecules 2025 dataset
Level of theory: ωB97M-V/def2-TZVPD

Cartesian coordinates (Å):
C  -0.6577  -0.1998  1.9388
C  1.6461  -1.1020  0.6927
C  -0.7523  0.5771  0.5170
C  0.1755  -0.1637  -0.4855
C  -0.5966  -1.2060  -1.2455
N  -0.1332  1.9388  0.6552
N  0.8785  0.8515  -1.3278
S  1.1326  -0.4828  2.3085
H  -1.0698  0.4402  2.7073
H  -1.1912  -1.1254  1.8342
H  1.2864  -2.1721  0.6253
H  2.7162  -0.9440  0.4793
H  -1.7450  0.7832  0.0246
H  -0.0611  -1.2846  -2.1474
H  -1.5408  -0.8124  -1.4872
H  -0.6704  -2.1402  -0.8761
H  0.5372  2.0521  1.3633
H  -0.8249  2.7669  0.7082
H  0.3488  1.0812  -2.2289
H  1.8747  0.7097  -1.4800
H  0.6112  1.5853  -0.5388

Summary:
Total charge: +1
Multiplicity: 1
HOMO energy: -12.538 eV

---

x:
Formula: C5H13N2S
Source: the Open Molecules 2025 dataset
Level of theory: ωB97M-V/def2-TZVPD

Cartesian coordinates (Å):
C  -0.0904  -0.1546  0.9479
C  -0.4440  1.1874  0.3647
C  1.7612  -0.6469  -0.4555
C  -2.0634  1.3277  0.5314
C  0.1361  -2.2854  -0.2974
N  0.6493  -0.9860  0.0966
N  -0.1003  1.2549  -1.0940
S  2.5895  0.7384  0.0880
H  0.4000  0.0324  1.9371
H  -1.0095  -0.8367  1.2565
H  0.1115  1.9614  0.8423
H  2.3799  -1.3868  -0.8884
H  -2.4035  0.4552  -0.0567
H  -2.0957  2.3303  0.0045
H  -2.3387  1.3252  1.6154
H  0.3861  -3.0452  0.4980
H  -0.8727  -2.1879  -0.2039
H  0.4037  -2.6904  -1.2846
H  -0.9256  0.8916  -1.6242
H  -0.0600  2.1616  -1.4755
H  3.5865  0.5538  -0.8024

Summary:
Total charge: +1
Multiplicity: 1
HOMO energy: -13.383 eV

---

Here is how they stack up, most stable first: x, w.

---

w:
Formula: C25H44B2F4GeIrN4O4Si3
Source: the Open Molecules 2025 dataset
Level of theory: ωB97M-V/def2-TZVPD

Cartesian coordinates (Å):
Ir  1.0885  1.0784  0.6012
C  4.8810  0.9111  -1.3600
C  3.4563  1.0415  -0.9563
N  3.0070  0.7111  0.2092
O  3.7975  0.1746  1.1405
B  3.5131  0.6430  2.5796
F  4.4257  0.0142  3.3441
F  3.4986  2.0207  2.5725
O  2.1281  0.1942  3.1446
N  1.1296  0.8834  2.5764
C  0.2954  1.5728  3.2806
C  0.3609  1.6200  4.7651
C  -0.6121  2.4046  2.4346
N  -0.4947  2.1665  1.1648
O  -1.0829  3.0420  0.2932
B  -0.9460  2.8277  -1.1324
F  -2.0410  1.6195  -1.4289
F  -1.5185  3.8507  -1.7975
O  0.2841  2.5148  -1.8262
N  1.2570  1.7324  -1.2636
C  2.4248  1.6955  -1.8148
C  2.7705  2.3254  -3.1135
C  -1.4676  3.4965  2.9699
H  5.3801  0.1794  -0.7302
H  5.3910  1.8695  -1.2342
H  4.9671  0.6198  -2.4059
H  1.2793  2.1263  5.0713
H  0.4122  0.6074  5.1650
H  -0.4939  2.1322  5.1965
H  1.9161  2.8428  -3.5378
H  3.1170  1.5626  -3.8139
H  3.5887  3.0346  -2.9775
H  -1.1542  3.7918  3.9667
H  -2.5102  3.1716  3.0195
H  -1.4264  4.3594  2.3075
C  -4.5915  0.3182  -1.7316
Si  -3.7825  1.9562  -1.9771
C  -3.4447  2.4593  -3.7133
C  -4.3895  3.2109  -0.7819
Ge  -1.2003  -1.0034  -0.3447
Si  -2.3728  -1.4546  1.7535
C  -1.0444  -2.0495  2.9134
C  -3.4912  -2.8307  1.1624
C  -3.3096  0.0111  2.4172
Si  -0.8668  -2.0698  -2.5205
C  -0.2621  -3.7121  -1.8511
C  -2.4160  -2.2939  -3.5244
C  0.4270  -1.0389  -3.3761
H  -5.6202  0.4667  -2.0854
H  -4.6614  0.0334  -0.6828
H  -4.1714  -0.4949  -2.3205
H  -4.3468  2.9402  -4.1060
H  -3.2198  1.6154  -4.3630
H  -2.6411  3.1930  -3.7674
H  -5.2898  3.6427  -1.2366
H  -3.7016  4.0287  -0.5888
H  -4.6987  2.7500  0.1568
H  -0.7914  -3.0931  2.7192
H  -1.4288  -1.9833  3.9354
H  -0.1286  -1.4604  2.8587
H  -2.9403  -3.6220  0.6486
H  -4.2765  -2.4676  0.4984
H  -3.9782  -3.2957  2.0243
H  -2.6284  0.7358  2.8605
H  -3.9898  -0.3239  3.2042
H  -3.9045  0.5215  1.6590
H  -0.5718  -3.9190  -0.8239
H  0.8267  -3.7707  -1.8781
H  -0.6670  -4.5106  -2.4768
H  -3.1395  -2.9209  -2.9987
H  -2.1604  -2.8111  -4.4534
H  -2.9010  -1.3597  -3.8012
H  1.2824  -0.8716  -2.7184
H  0.0225  -0.0693  -3.6755
H  0.7830  -1.5454  -4.2765
C  0.6194  -1.1142  0.1691
C  1.6535  -1.7599  0.3848
C  2.8473  -2.4476  0.6427
C  3.2300  -2.7131  1.9674
C  4.4355  -3.3382  2.2110
C  5.2558  -3.6989  1.1470
C  4.8832  -3.4381  -0.1698
C  3.6834  -2.8093  -0.4275
H  2.5944  -2.3939  2.7827
H  4.7476  -3.5339  3.2271
H  6.2015  -4.1861  1.3452
H  5.5341  -3.7252  -0.9840
H  3.3788  -2.5906  -1.4438

Summary:
Total charge: +2
Multiplicity: 2
HOMO energy (spin up / spin down): -13.299 / -13.990 eV

---

x:
Formula: C25H44B2F4GeIrN4O4Si3
Source: the Open Molecules 2025 dataset
Level of theory: ωB97M-V/def2-TZVPD

Cartesian coordinates (Å):
Ir  1.1212  1.1474  0.6458
C  4.9385  1.0640  -1.2749
C  3.5063  1.1600  -0.8899
N  3.0444  0.8005  0.2633
O  3.8323  0.2679  1.2013
B  3.5346  0.7307  2.6370
F  4.4503  0.1096  3.4050
F  3.5004  2.1079  2.6370
O  2.1528  0.2560  3.1936
N  1.1457  0.9377  2.6237
C  0.3088  1.6252  3.3298
C  0.3721  1.6727  4.8141
C  -0.6060  2.4514  2.4817
N  -0.4742  2.2231  1.2082
O  -1.0769  3.0781  0.3319
B  -0.9448  2.8105  -1.0868
F  -1.9780  1.5366  -1.3167
F  -1.5567  3.7902  -1.7846
O  0.3104  2.5731  -1.7691
N  1.3012  1.8168  -1.2078
C  2.4740  1.8069  -1.7510
C  2.8200  2.4541  -3.0411
C  -1.4868  3.5212  3.0192
H  5.4426  0.3304  -0.6510
H  5.4267  2.0300  -1.1240
H  5.0458  0.7935  -2.3243
H  1.2908  2.1782  5.1208
H  0.4218  0.6604  5.2149
H  -0.4828  2.1852  5.2439
H  1.9611  2.9617  -3.4686
H  3.1846  1.7029  -3.7449
H  3.6255  3.1749  -2.8919
H  -1.1909  3.8119  4.0224
H  -2.5232  3.1746  3.0535
H  -1.4562  4.3915  2.3661
C  -4.4936  0.0879  -1.4087
Si  -3.7421  1.6836  -1.9448
C  -3.3566  1.8640  -3.7356
C  -4.4045  3.1120  -1.0007
Ge  -1.2002  -0.8720  -0.3654
Si  -2.3561  -1.3371  1.7260
C  -1.0273  -1.9911  2.8545
C  -3.5146  -2.6728  1.1088
C  -3.2500  0.1380  2.4308
Si  -0.8753  -1.9361  -2.5436
C  -0.3061  -3.5969  -1.8862
C  -2.4263  -2.1230  -3.5570
C  0.4379  -0.9186  -3.3909
H  -5.5166  0.1378  -1.8067
H  -4.5835  -0.0017  -0.3278
H  -4.0352  -0.8041  -1.8309
H  -4.2632  2.2358  -4.2258
H  -3.0959  0.9208  -4.2121
H  -2.5744  2.6000  -3.9116
H  -5.3027  3.4198  -1.5518
H  -3.7501  3.9774  -0.9420
H  -4.7299  2.8154  -0.0036
H  -0.8108  -3.0390  2.6422
H  -1.3942  -1.9263  3.8827
H  -0.0941  -1.4311  2.7937
H  -2.9893  -3.4645  0.5695
H  -4.2971  -2.2724  0.4635
H  -4.0050  -3.1491  1.9623
H  -2.5437  0.8402  2.8774
H  -3.9292  -0.1906  3.2207
H  -3.8398  0.6760  1.6882
H  -0.6161  -3.8021  -0.8592
H  0.7805  -3.6813  -1.9181
H  -0.7327  -4.3809  -2.5154
H  -3.1606  -2.7426  -3.0375
H  -2.1825  -2.6344  -4.4918
H  -2.8957  -1.1779  -3.8248
H  1.2924  -0.7672  -2.7286
H  0.0485  0.0587  -3.6853
H  0.7923  -1.4219  -4.2934
C  0.6146  -1.0296  0.1519
C  1.6376  -1.6990  0.3502
C  2.7724  -2.4963  0.5599
C  3.1220  -2.8917  1.8605
C  4.2738  -3.6247  2.0576
C  5.0707  -3.9683  0.9707
C  4.7277  -3.5828  -0.3230
C  3.5817  -2.8451  -0.5339
H  2.5093  -2.5846  2.6970
H  4.5633  -3.9181  3.0566
H  5.9740  -4.5413  1.1326
H  5.3593  -3.8586  -1.1560
H  3.3018  -2.5290  -1.5314

Summary:
Total charge: +2
Multiplicity: 2
HOMO energy (spin up / spin down): -13.292 / -13.986 eV

---

Here is how they stack up, most stable first: w, x.